# 1
{"formula": "C60H67Br2ClF7IN4O8PS", "method": "ωB97M-V/def2-TZVPD", "spin_multiplicity": 1, "homo_ha": -0.38037, "gap_ev": 6.2, "charge": 1, "species": ["C", "C", "O", "C", "C", "O", "C", "C", "S", "O", "O", "F", "N", "P", "O", "O", "C", "N", "Cl", "C", "C", "C", "C", "C", "N", "N", "C", "C", "C", "I", "C", "C", "C", "C", "C", "O", "C", "O", "C", "Br", "C", "C", "Br", "H", "H", "H", "H", "H", "H", "H", "H", "H", "H", "H", "H", "H", "H", "H", "H", "H", "H", "H", "H", "H", "H", "H", "H", "H", "H", "H", "H", "H", "H", "H", "H", "H", "H", "H", "H", "H", "F", "C", "C", "C", "C", "C", "C", "H", "H", "H", "H", "H", "F", "C", "C", "C", "C", "C", "C", "H", "H", "H", "H", "H", "F", "C", "C", "C", "C", "C", "C", "H", "H", "H", "H", "H", "F", "C", "C", "C", "C", "C", "C", "H", "H", "H", "H", "H", "F", "C", "C", "C", "C", "C", "C", "H", "H", "H", "H", "H", "F", "C", "C", "C", "C", "C", "C", "H", "H", "H", "H", "H"], "coordinates": [[-5.068, 0.906, -1.277], [-3.978, 1.169, -2.376], [-2.692, 1.323, -1.700], [-1.721, 0.722, -2.553], [-0.243, 0.979, -1.995], [-0.152, 0.749, -0.583], [0.484, -0.511, -0.312], [0.875, -0.667, 1.206], [-0.754, -0.296, 2.036], [-1.925, -0.671, 1.269], [-0.882, -0.745, 3.407], [-0.834, 1.353, 2.130], [1.632, 0.571, 1.608], [2.716, 1.422, 0.567], [3.553, 0.494, -0.559], [2.121, 2.858, -0.050], [2.083, 0.117, 2.920], [1.953, 0.663, 4.077], [2.490, -0.113, 5.493], [1.300, 1.995, 4.218], [2.018, 3.082, 3.596], [1.412, 4.427, 3.760], [0.177, 4.381, 4.542], [-0.438, 3.171, 5.076], [0.151, 1.966, 4.900], [2.663, -1.162, 2.567], [4.115, -1.117, 2.367], [4.869, 0.103, 3.072], [6.411, -0.101, 2.670], [7.496, -1.207, 4.185], [1.733, -1.976, 1.661], [1.137, -2.909, 2.811], [-0.229, -3.650, 2.653], [-1.006, -3.701, 1.304], [-2.562, -3.815, 1.654], [-3.211, -4.573, 0.582], [-3.570, -3.719, -0.455], [-4.670, -3.282, -0.612], [2.481, -2.750, 0.515], [3.739, -4.163, 1.158], [1.619, -3.513, -0.591], [2.404, -3.321, -1.980], [1.669, -5.493, -0.312], [-5.062, -0.192, -1.056], [-4.841, 1.468, -0.337], [-6.063, 1.203, -1.713], [-3.871, 0.307, -3.092], [-4.147, 2.106, -2.972], [-1.843, -0.397, -2.583], [-1.801, 1.147, -3.592], [-0.018, 2.062, -2.231], [0.442, 0.348, -2.620], [-0.299, -1.269, -0.617], [1.348, -0.708, -1.015], [3.359, 0.807, -1.470], [1.507, 2.739, -0.807], [2.981, 2.937, 3.047], [1.867, 5.355, 3.363], [-0.350, 5.350, 4.730], [-1.387, 3.273, 5.654], [4.570, -2.029, 2.855], [4.508, -1.108, 1.319], [4.593, 1.097, 2.643], [4.855, 0.041, 4.184], [6.835, 0.935, 2.577], [6.534, -0.631, 1.695], [1.039, -2.246, 3.718], [1.903, -3.655, 3.169], [-0.090, -4.724, 2.980], [-0.952, -3.246, 3.422], [-0.920, -2.829, 0.616], [-0.810, -4.621, 0.683], [-3.066, -2.818, 1.708], [-2.735, -4.390, 2.602], [-2.776, -3.464, -1.222], [3.153, -2.044, -0.050], [0.592, -3.146, -0.789], [2.637, -2.246, -2.178], [1.805, -3.822, -2.778], [3.359, -3.906, -1.849], [0.113, 1.920, -5.436], [-0.422, 2.909, -6.187], [-1.108, 2.585, -7.342], [-1.662, 3.601, -8.111], [-1.513, 4.927, -7.719], [-0.816, 5.238, -6.558], [-0.271, 4.222, -5.783], [-1.207, 1.547, -7.635], [-2.209, 3.360, -9.013], [-1.941, 5.719, -8.322], [-0.696, 6.271, -6.256], [0.269, 4.445, -4.870], [-6.648, -8.176, -3.136], [-5.451, -8.297, -2.539], [-4.756, -9.488, -2.649], [-3.515, -9.610, -2.037], [-2.990, -8.545, -1.314], [-3.701, -7.355, -1.207], [-4.937, -7.227, -1.828], [-5.185, -10.309, -3.210], [-2.959, -10.536, -2.122], [-2.023, -8.644, -0.833], [-3.293, -6.529, -0.641], [-5.501, -6.305, -1.764], [5.755, 4.442, 1.469], [5.820, 4.582, 0.130], [6.677, 5.521, -0.413], [6.745, 5.660, -1.793], [5.949, 4.866, -2.612], [5.090, 3.929, -2.051], [5.028, 3.782, -0.671], [7.283, 6.136, 0.241], [7.418, 6.387, -2.231], [6.001, 4.978, -3.688], [4.466, 3.313, -2.690], [4.371, 3.052, -0.214], [-7.154, 4.636, 6.867], [-6.192, 3.840, 6.378], [-5.881, 3.903, 5.031], [-4.882, 3.082, 4.525], [-4.214, 2.202, 5.369], [-4.539, 2.145, 6.719], [-5.531, 2.973, 7.229], [-6.419, 4.589, 4.388], [-4.624, 3.127, 3.473], [-3.436, 1.557, 4.971], [-4.021, 1.456, 7.375], [-5.793, 2.950, 8.280], [-3.773, 2.386, -9.965], [-3.516, 2.152, -11.268], [-3.980, 3.041, -12.220], [-3.711, 2.802, -13.561], [-2.991, 1.672, -13.934], [-2.535, 0.785, -12.966], [-2.794, 1.028, -11.624], [-4.546, 3.911, -11.910], [-4.062, 3.495, -14.315], [-2.785, 1.484, -14.981], [-1.978, -0.098, -13.258], [-2.440, 0.352, -10.855], [3.983, -2.041, 12.699], [3.968, -1.793, 11.382], [5.127, -1.968, 10.646], [5.110, -1.716, 9.281], [3.938, -1.283, 8.671], [2.782, -1.107, 9.422], [2.794, -1.369, 10.785], [6.032, -2.298, 11.141], [6.009, -1.856, 8.693], [3.928, -1.083, 7.605], [1.870, -0.765, 8.946], [1.901, -1.246, 11.386]], "mulliken_charge": [-0.844, -0.332, -0.251, -0.564, -0.496, 0.023, -1.839, 1.530, 1.491, -0.407, -0.709, -0.304, 0.831, 0.001, -0.542, -0.505, -2.371, 1.182, -0.031, 0.306, -0.108, -0.786, -0.340, -0.417, -0.255, 0.865, -0.781, 0.146, -1.168, 0.063, 1.126, -1.303, -1.441, 1.487, -0.908, -0.361, 0.252, -0.468, -1.341, 0.062, 0.465, -1.131, -0.094, 0.140, 0.201, 0.357, 0.362, 0.293, 0.229, 0.441, 0.217, 0.252, 0.473, 0.301, 0.290, 0.285, 0.446, 0.469, 0.358, 0.417, 0.467, 0.297, -0.208, 0.219, 0.502, 0.468, 0.073, 0.851, 0.198, 0.604, -0.861, 0.457, 0.319, 0.341, 0.306, 0.753, 0.108, 0.225, 0.431, 0.371, -0.286, 0.379, -0.534, 0.061, -0.652, -0.399, -0.452, 0.423, 0.302, 0.393, 0.375, 0.419, -0.305, 0.336, -0.455, -0.334, -0.714, 0.074, -0.607, 0.416, 0.372, 0.387, 0.405, 0.464, -0.277, -0.013, -0.422, -0.460, -0.673, -0.473, -0.158, 0.456, 0.376, 0.388, 0.330, 0.644, -0.308, 0.258, -0.383, -0.438, -0.657, -0.554, -0.309, 0.411, 0.404, 0.783, 0.376, 0.413, -0.362, 0.431, -0.391, -0.372, -0.495, -0.386, -0.332, 0.409, 0.359, 0.373, 0.355, 0.392, -0.300, 0.180, -0.365, -0.559, 0.073, -0.186, -0.433, 0.420, 0.379, 0.079, 0.368, 0.401]}

---

# 2
{"formula": "C3HF6NO3S", "method": "ωB97M-V/def2-TZVPD", "e_above_lowest_kj_mol": 0.00, "spin_multiplicity": 1, "homo_ha": [-0.38195, -0.38199], "gap_ev": [9.1, 9.1], "species": ["C", "C", "C", "N", "O", "O", "O", "F", "F", "F", "F", "F", "F", "S", "H"], "coordinates": [[-0.102, -0.353, 0.999], [0.709, -1.615, 0.671], [0.142, 0.803, -0.003], [0.034, -2.238, -0.523], [-0.138, 2.992, -1.336], [-1.988, 1.408, -1.575], [-0.832, -3.012, -0.237], [-1.440, -0.753, 1.004], [0.118, 0.024, 2.253], [1.932, -1.254, 0.243], [0.898, -2.395, 1.692], [1.182, 1.517, 0.527], [0.495, 0.318, -1.171], [-1.278, 2.139, -0.574], [0.268, 2.418, -1.970]], "nbo_charge": [0.551, 0.650, 0.431, 0.129, -0.861, -0.905, -0.185, -0.326, -0.281, -0.310, -0.272, -0.322, -0.307, 1.512, 0.496]}

---

# 3
{"formula": "C3H5ClN2OS", "method": "ωB97M-V/def2-TZVPD", "smiles": "O/N=C\\S/N=C\\CCl", "e_above_lowest_kj_mol": 259.49, "spin_multiplicity": 1, "homo_ha": -0.32806, "gap_ev": 9.4, "species": ["O", "N", "C", "S", "N", "C", "C", "Cl", "H", "H", "H", "H", "H"], "coordinates": [[-2.456, 1.576, 0.021], [-3.052, 0.393, -0.069], [-2.423, -0.733, -0.028], [-0.741, -1.196, -0.009], [-0.018, 0.354, 0.098], [1.221, 0.564, 0.038], [2.247, -0.475, 0.049], [3.892, 0.243, -0.042], [-1.507, 1.482, -0.131], [-3.098, -1.571, 0.029], [1.581, 1.613, -0.031], [2.164, -1.146, 0.938], [2.190, -1.104, -0.864]], "nbo_charge": [-0.525, -0.080, -0.228, 0.429, -0.600, 0.108, -0.463, -0.048, 0.481, 0.222, 0.208, 0.249, 0.247]}